Entry 1:
43
Properties=species:S:1:pos:R:3:forces:R:3 method="wB97M-V/def2-TZVPD" smiles="COc1cccc(CN(C)C(=O)Cc2c[nH]c3ccccc23)c1" de_lowest_ev=1.207 orbital_gap_ev=8.75 multiplicity=1 homo_ev=-7.95
C -5.78607 -1.52996 -1.72442 -0.20 -0.13 -0.01
H -6.65493 -0.95462 -1.38856 0.04 -0.03 0.00
O -4.59884 -0.78415 -1.61689 0.27 0.20 0.10
C -4.21929 -0.33546 -0.38815 0.17 0.10 0.04
C -4.90205 -0.58509 0.79782 -0.20 -0.15 -0.20
C -4.41163 -0.07569 1.98849 0.03 0.04 0.05
C -3.24999 0.67172 2.01712 0.01 0.06 0.03
C -2.56413 0.93030 0.83635 -0.10 -0.08 0.04
C -3.05249 0.42613 -0.35630 -0.15 -0.09 -0.03
H -2.53865 0.62244 -1.28468 0.09 0.02 -0.16
C -1.28909 1.73223 0.83311 0.00 0.30 -0.13
N -0.20321 1.00647 0.20010 -0.24 0.12 0.29
C 0.28820 1.45616 -0.97811 0.15 -0.24 -0.08
O -0.08159 2.50516 -1.47415 0.01 0.30 -0.34
C 1.36431 0.60084 -1.63031 0.00 0.28 -0.13
C 2.66133 0.75655 -0.89936 0.08 0.22 0.01
C 3.22637 1.93438 -0.50424 -0.30 -0.13 -0.16
N 4.41194 1.69661 0.13722 0.21 0.30 0.12
C 4.63972 0.35215 0.16641 -0.15 -0.54 -0.11
C 5.69676 -0.37442 0.69984 0.09 0.00 0.05
C 5.65369 -1.74645 0.58080 0.13 0.09 0.07
C 4.58520 -2.38689 -0.05362 -0.10 -0.21 -0.05
C 3.53497 -1.67373 -0.58461 0.01 0.02 0.01
C 3.54961 -0.28224 -0.47983 0.38 0.24 0.15
H 2.71664 -2.18037 -1.07540 -0.08 -0.07 -0.05
H 4.59134 -3.46457 -0.12641 -0.01 -0.08 -0.01
H 6.45965 -2.34202 0.98314 0.07 -0.03 0.04
H 6.52254 0.12182 1.18852 0.09 0.02 0.06
H 5.02240 2.40197 0.51214 -0.08 -0.08 -0.04
H 2.85747 2.93268 -0.63883 -0.07 0.21 -0.01
H 1.47142 0.95902 -2.65759 -0.16 -0.11 0.09
H 1.06547 -0.44676 -1.65601 0.00 -0.04 -0.01
C 0.16242 -0.25197 0.80518 0.14 -0.29 -0.10
H -0.16131 -0.24207 1.84465 0.03 -0.02 0.00
H -0.32566 -1.09583 0.30731 0.00 -0.04 0.09
H 1.24142 -0.39644 0.78095 -0.04 -0.03 0.06
H -1.42309 2.65115 0.25400 0.03 -0.12 0.20
H -1.00194 1.99526 1.85712 -0.06 -0.01 -0.06
H -2.87920 1.06062 2.95416 0.07 0.04 0.09
H -4.94731 -0.27261 2.90560 -0.04 -0.03 0.07
H -5.80932 -1.16807 0.80793 -0.07 -0.06 -0.04
H -5.89511 -1.75926 -2.78331 -0.04 -0.01 0.09
H -5.72798 -2.46499 -1.15712 -0.01 0.05 -0.01

=====

Entry 2:
78
Properties=species:S:1:pos:R:3:forces:R:3 method="wB97M-V/def2-TZVPD" total_charge=-1 de_lowest_ev=3.266 orbital_gap_ev=5.02 multiplicity=1 homo_ev=-2.57
Tl -0.86621 -0.61356 0.20146 -0.91 -0.84 -1.08
N -3.75307 0.43054 2.01471 -0.30 0.03 0.57
N -0.49316 1.95169 1.36607 2.79 0.35 0.61
C -0.23802 -0.26647 -2.78244 -0.67 -0.09 0.83
C -1.26474 0.70417 -2.63634 -0.27 -1.31 0.63
C -2.45686 0.03701 -2.21142 1.59 -0.56 0.29
C -3.68599 0.67189 -1.68524 -1.05 -0.04 -0.10
H -3.63733 1.75888 -1.75598 -0.05 0.06 -0.05
H -3.91542 0.43607 -0.62532 0.19 0.01 -0.46
H -4.54992 0.33807 -2.28584 -0.05 0.26 0.23
C -2.15986 -1.35342 -2.09925 1.08 0.70 -0.21
C -3.06480 -2.36905 -1.50261 -0.30 -0.38 -0.40
H -3.61119 -2.89123 -2.29765 -0.15 -0.20 0.14
H -3.80585 -1.89985 -0.84938 0.02 -0.04 -0.02
H -2.53251 -3.12875 -0.91190 -0.04 0.18 -0.12
C -0.77101 -1.54331 -2.44174 -0.98 1.02 0.38
C 0.00207 -2.78790 -2.21138 0.02 -0.67 -0.50
H -0.33410 -3.34935 -1.32240 0.02 0.19 -0.19
H 1.07137 -2.58914 -2.08852 -0.02 0.00 0.01
H -0.10095 -3.45827 -3.07625 0.17 -0.22 0.15
C -1.11537 2.16578 -2.75050 -0.01 0.85 -0.47
H -1.46205 2.49265 -3.74405 0.12 0.31 0.15
H -0.07529 2.50555 -2.64255 -0.12 -0.15 -0.06
H -1.70162 2.72229 -2.00355 0.06 -0.16 -0.12
C 1.19469 0.02354 -3.05506 0.36 -0.15 -0.52
H 1.88653 -0.66636 -2.54204 -0.24 0.11 -0.15
H 1.48277 1.03127 -2.74763 -0.02 0.06 -0.02
H 1.38679 -0.06220 -4.13603 0.32 0.08 0.13
C -4.43252 -0.34047 2.85608 1.53 0.49 0.57
H -5.43980 -0.58743 2.57270 -0.37 -0.10 -0.06
C -3.87547 -0.82433 4.04633 -0.47 -0.28 0.21
H -4.48203 -1.40738 4.72167 -0.12 -0.18 0.04
C -2.53217 -0.60501 4.33488 0.77 1.13 -0.68
H -2.02031 -1.06787 5.18545 -0.38 0.10 -0.23
C -1.78818 0.19170 3.46048 -1.01 0.51 0.08
H -0.70283 0.31953 3.53454 -0.45 -0.01 0.20
C -2.47035 0.78122 2.33557 0.43 -0.36 -0.12
C -1.83078 1.54757 1.32189 -1.59 -0.19 -0.30
H -2.43209 1.93512 0.48651 0.37 -0.15 0.55
C 0.45222 1.29387 0.62297 0.01 1.87 -0.34
C 0.11165 3.03438 2.05689 -0.81 -0.88 -0.85
H -0.47851 3.63419 2.72648 0.15 0.08 0.06
C 1.37897 3.10057 1.61830 0.34 -0.05 -0.41
H 2.17070 3.77547 1.86192 0.19 0.24 0.09
N 1.57649 2.07296 0.68228 -0.18 -0.32 0.44
C 2.74216 1.91384 -0.16905 0.32 -0.31 0.14
C 3.09341 2.93733 -1.06254 -0.12 -0.52 0.30
C 4.20050 2.75186 -1.88663 0.53 -0.16 -0.13
H 4.46240 3.53997 -2.59447 -0.07 -0.12 0.15
C 4.98492 1.59471 -1.85388 -0.51 -0.22 0.30
C 6.20608 1.39596 -2.70240 0.29 0.08 -0.29
H 6.27748 0.35582 -3.05885 -0.07 0.37 0.10
H 7.11723 1.59971 -2.11761 -0.23 -0.02 -0.18
H 6.20582 2.06453 -3.57377 0.03 -0.17 0.20
C 4.59760 0.57432 -0.98645 -0.29 0.63 -0.02
H 5.13695 -0.37087 -0.97314 0.00 0.17 0.03
C 3.50253 0.72501 -0.13629 -0.23 0.51 -0.13
C 3.14488 -0.43412 0.72146 0.09 -0.56 0.18
H 2.78689 -0.15833 1.72339 0.00 -0.02 -0.42
H 4.03805 -1.06552 0.83712 -0.30 0.09 0.09
H 2.38598 -1.04720 0.20887 0.15 0.26 0.35
C 2.28996 4.19242 -1.19191 -0.07 0.36 -0.32
H 2.49256 4.90394 -0.38375 -0.10 -0.13 -0.05
H 1.21162 4.00126 -1.23063 0.19 -0.02 0.12
H 2.58360 4.67249 -2.13078 -0.17 0.07 0.14
C -3.14202 -3.24058 1.83868 0.43 0.03 -1.46
P -1.28540 -2.51704 2.16181 0.39 0.72 1.09
C -0.94483 -3.86854 3.30522 0.31 -1.07 1.05
C 0.79555 -2.34308 1.91497 -0.42 -0.52 -1.28
H -3.11590 -4.18553 1.27624 -0.11 0.19 0.08
H -3.61441 -3.43971 2.81788 0.87 0.22 -0.10
H -3.81751 -2.52624 1.32159 0.80 -0.31 0.16
H -1.25506 -3.44702 4.27390 0.00 -0.58 0.14
H -1.46392 -4.81907 3.11717 0.05 0.21 0.14
H 0.13519 -4.05609 3.32652 -0.60 -0.27 0.33
H 1.37802 -2.84699 2.69095 -0.33 -0.07 0.16
H 1.16792 -2.72446 0.95160 -0.13 0.07 0.22
H 1.06788 -1.27741 1.96268 -0.68 -0.23 0.02

=====

Entry 3:
91
Properties=species:S:1:pos:R:3:forces:R:3 method="wB97M-V/def2-TZVPD" orbital_gap_ev="3.11 / 4.86" multiplicity=5 homo_ev="-2.42 / -7.65"
Pd 0.68452 -0.08117 0.46529 -10.27 0.87 4.77
C 2.67376 -0.35529 0.73680 5.25 -0.35 2.64
C 2.07552 -1.46278 0.06000 1.43 -5.31 -0.20
C 1.52621 -0.92775 -1.14215 0.90 -0.67 -3.60
Si 1.88330 -3.24554 0.69588 -0.35 1.95 -0.31
C 1.72390 0.47584 -1.15763 1.25 0.48 -2.62
C 2.40330 0.86060 0.03720 2.34 3.85 -1.00
Si 2.65327 2.63990 0.66400 -0.98 -1.19 -0.27
H 3.19170 -0.41767 1.69235 -0.13 0.03 -0.29
H 1.04271 -1.51813 -1.92316 0.11 0.37 0.15
H 1.40403 1.16109 -1.94214 -0.03 -0.27 0.18
Cl -3.68754 0.32737 -1.92857 0.32 -0.07 0.18
C 3.49912 2.57090 2.32333 0.24 0.08 0.08
C 3.65483 3.63811 -0.54559 0.34 0.18 -0.05
C 2.77679 -3.39229 2.32571 0.13 -0.15 0.10
C 2.58053 -4.45080 -0.53894 0.22 -0.35 -0.10
H 4.46851 3.00981 -0.93258 -0.13 0.21 0.03
H 4.10270 4.49036 -0.01407 -0.07 -0.09 -0.22
H 3.07348 4.02233 -1.39155 0.15 -0.08 0.16
H 2.93989 1.98616 3.06545 0.13 0.12 -0.22
H 3.61842 3.59408 2.70624 0.01 -0.21 0.01
H 4.49917 2.13259 2.20790 -0.15 0.05 0.12
H 3.50865 -4.03503 -0.95565 -0.21 -0.15 0.06
H 1.89931 -4.68544 -1.36502 0.18 0.01 0.14
H 2.82958 -5.38546 -0.01635 -0.05 0.08 -0.23
H 3.81344 -3.04367 2.22181 -0.18 -0.06 0.08
H 2.79868 -4.44948 2.62603 0.04 0.22 0.07
H 2.28637 -2.81549 3.12173 0.13 -0.10 -0.18
C 0.94561 3.44656 0.92964 0.14 0.72 0.01
C 0.03828 -3.62035 1.01655 -0.14 -0.72 -0.06
P -0.36438 3.05860 -0.29600 0.10 -0.57 -0.16
H 1.08663 4.53964 1.00492 0.00 -0.19 0.17
H 0.57171 3.09645 1.91150 0.11 0.05 -0.38
P -1.15961 -2.85105 -0.13617 0.50 0.08 0.26
H -0.19598 -3.24516 2.02981 0.08 -0.09 -0.36
H -0.09357 -4.71623 1.03524 -0.06 0.12 0.15
C -2.86106 -3.35268 0.46853 0.15 0.08 -0.26
C -0.95220 -3.78524 -1.75645 0.08 0.34 0.38
C 0.09671 3.97323 -1.86656 -0.04 0.00 0.65
C -1.89623 3.93150 0.32655 0.26 0.10 -0.23
C -2.81873 2.90352 1.00210 0.02 -0.06 0.07
H -2.39253 4.30831 -0.58443 0.07 -0.04 0.27
C -1.59678 5.10255 1.25967 -0.32 0.16 0.04
H -1.06681 4.76561 2.15927 -0.12 0.11 -0.17
H -2.55113 5.54259 1.57440 0.16 0.03 0.07
H -1.01196 5.89442 0.77813 -0.04 -0.22 0.14
H -3.36555 2.30551 0.26198 0.15 0.11 0.15
H -3.55519 3.42364 1.62933 0.08 -0.14 -0.10
H -2.24682 2.20553 1.63503 -0.19 0.24 -0.15
H 1.13358 3.65423 -2.07026 -0.32 0.06 -0.01
C 0.07535 5.49195 -1.70669 0.16 0.15 -0.47
C -0.80054 3.49614 -3.02240 0.19 0.10 0.03
H 0.75729 5.84260 -0.92078 -0.19 -0.12 -0.12
H -0.93722 5.86313 -1.49670 0.25 -0.10 -0.04
H 0.40591 5.94534 -2.65125 -0.08 0.11 0.16
H -0.70663 2.41420 -3.18959 -0.06 0.24 0.08
H -0.49579 4.00553 -3.94678 -0.14 -0.10 0.13
H -1.86192 3.72613 -2.84582 0.26 -0.06 0.00
H 0.13008 -3.72332 -1.96372 -0.34 -0.01 0.02
C -1.70950 -3.06112 -2.88528 0.08 -0.11 -0.01
C -1.35020 -5.25705 -1.66299 0.06 -0.21 -0.27
H -0.80074 -5.80018 -0.88315 -0.15 0.18 -0.11
H -1.11789 -5.74727 -2.61952 -0.09 0.05 0.18
H -2.42857 -5.37179 -1.48749 0.27 0.03 -0.05
H -1.22967 -2.11172 -3.15530 -0.12 -0.17 0.11
H -2.75600 -2.84763 -2.62013 0.26 -0.07 -0.06
H -1.70889 -3.69565 -3.78236 -0.05 0.16 0.16
C -3.47018 -2.20789 1.28704 -0.09 0.01 0.04
C -2.87837 -4.65801 1.26251 -0.22 -0.09 0.03
H -3.45853 -3.47653 -0.45187 0.14 0.03 0.25
H -2.25124 -4.58646 2.15817 -0.12 -0.03 -0.14
H -2.55290 -5.52072 0.67291 0.01 0.19 0.19
H -3.90874 -4.84940 1.58671 0.14 -0.04 0.03
H -2.82056 -1.93416 2.13276 -0.16 -0.07 -0.22
H -4.44304 -2.52243 1.68958 0.19 0.08 -0.02
H -3.63866 -1.31527 0.67339 0.07 -0.19 0.16
C -2.06701 0.20438 -1.10270 -0.26 0.23 -0.61
H -2.25145 0.09111 -0.02667 0.24 0.03 -0.49
H -1.54613 -0.66064 -1.53487 -0.34 0.45 0.31
H -1.51260 1.13372 -1.31135 -0.41 -0.59 0.18
C 0.75259 0.18681 3.82240 0.33 0.01 0.07
C -0.53152 -0.23065 3.12678 -0.19 -0.27 0.34
C -1.73488 0.25397 3.91673 -0.47 0.13 0.28
O -0.66125 0.29234 1.84002 -0.47 0.38 0.33
H 0.83299 1.28194 3.80953 0.01 -0.18 0.02
H 1.63941 -0.24340 3.34042 -0.18 0.14 0.01
H 0.73985 -0.14842 4.86707 0.02 0.07 -0.17
H -0.55655 -1.33934 3.09212 -0.05 0.18 -0.12
H -1.74421 1.35257 3.95587 0.06 -0.23 -0.05
H -2.66688 -0.07273 3.44554 0.11 0.07 0.06
H -1.71557 -0.11482 4.94898 0.02 0.00 -0.17

=====

Entry 4:
58
Properties=species:S:1:pos:R:3:forces:R:3 method="wB97M-V/def2-TZVPD" total_charge=+2 orbital_gap_ev="7.86 / 7.90" multiplicity=6 homo_ev="-14.30 / -14.30"
Dy -0.14471 0.45317 0.40434 0.47 -0.32 -1.30
O -3.27541 -3.17285 0.45656 -0.25 -0.24 0.30
C -2.57726 -2.07638 0.58084 0.28 0.29 -0.26
O -1.97633 -1.52280 -0.32707 -0.32 0.06 0.02
C -2.55387 -1.48314 1.94698 0.05 -0.02 0.07
C -3.26724 -1.90983 3.04867 0.01 -0.01 -0.10
C -3.16323 -1.15782 4.21885 -0.01 -0.02 -0.03
C -2.37043 -0.02210 4.24452 0.06 0.06 0.07
C -1.69937 0.33197 3.08237 0.07 0.02 -0.16
N -1.77748 -0.39978 1.97452 -0.32 0.10 0.53
C -0.75487 1.51431 2.86829 -0.18 -0.03 1.45
O 0.03556 1.83007 3.73489 -0.25 0.14 -0.06
O -0.80777 1.97957 1.66293 0.02 0.72 0.43
H -3.29418 -3.50187 -0.45452 0.09 0.09 -0.14
H -3.88923 -2.79181 2.99032 -0.02 0.02 0.02
H -3.71455 -1.45787 5.09969 0.01 0.01 0.01
H -2.27887 0.58510 5.13453 0.03 0.01 -0.01
C 3.19491 1.44321 -2.82128 0.07 0.03 -0.08
C 2.42697 0.85327 -1.82089 -0.07 -0.01 0.14
N 1.14641 1.12936 -1.61890 0.05 0.17 -0.25
C 0.55082 2.02774 -2.44122 0.11 0.07 -0.13
C 1.24893 2.68652 -3.46965 -0.04 -0.14 0.17
C 2.60618 2.36968 -3.64575 -0.04 -0.03 0.08
C 0.57276 3.64106 -4.29295 -0.13 0.11 -0.07
C -0.73506 3.91264 -4.10210 0.12 0.04 -0.11
C -1.47985 3.25036 -3.07553 -0.03 -0.18 0.19
C -2.84612 3.50293 -2.85267 0.05 -0.08 0.07
C -3.50015 2.83123 -1.85176 -0.09 0.06 -0.05
C -2.79081 1.91276 -1.07786 0.08 -0.12 0.05
N -1.50668 1.64668 -1.26075 0.02 0.11 -0.06
C -0.84901 2.30877 -2.24670 -0.07 0.10 -0.11
H 4.23421 1.17032 -2.93581 -0.01 -0.01 0.02
H 2.86979 0.12103 -1.15442 0.03 0.01 0.00
H 3.17395 2.85836 -4.42743 -0.01 -0.01 -0.01
H 1.13517 4.14037 -5.07119 -0.01 0.00 0.00
H -1.24794 4.63375 -4.72519 0.01 0.00 0.00
H -3.36485 4.22360 -3.47188 -0.01 0.00 0.00
H -4.54749 3.00397 -1.64988 0.01 -0.01 0.00
H -3.28448 1.37282 -0.27835 -0.02 0.02 0.02
Se 0.49446 -1.92774 -1.64865 0.23 -0.54 -0.72
N 0.81404 -1.69771 0.09491 0.19 -0.40 0.05
C 1.54018 -2.74307 0.51089 -0.12 0.09 -0.29
C 1.95357 -2.99019 1.84153 0.16 -0.13 0.24
C 2.69980 -4.10523 2.08828 -0.17 0.29 0.11
C 3.06670 -5.01679 1.05759 0.02 -0.15 -0.32
C 2.66628 -4.83161 -0.22790 0.19 -0.22 0.17
C 1.88037 -3.68856 -0.53044 -0.21 0.40 0.00
N 1.40912 -3.39387 -1.73687 0.29 -0.49 -0.03
H 1.65326 -2.32188 2.63672 0.00 -0.02 0.02
H 3.01793 -4.31576 3.10104 0.00 0.00 0.00
H 3.66598 -5.87894 1.31622 0.00 0.00 -0.01
H 2.92481 -5.52037 -1.02017 -0.01 0.00 0.01
N 1.81339 0.30487 2.15173 -0.11 0.30 0.17
N 2.02369 1.54315 1.41046 -0.21 -0.02 0.20
H 1.73030 0.51286 3.14526 -0.04 0.05 0.06
H 2.64685 -0.26119 2.04511 -0.07 -0.20 -0.21
H 2.99380 1.83085 1.47387 0.14 -0.02 -0.20
H 1.50708 2.26283 1.91587 -0.03 0.04 0.05

=====

Entry 5:
14
Properties=species:S:1:pos:R:3:forces:R:3 method="wB97M-V/def2-TZVPD" de_lowest_ev=4.021 orbital_gap_ev="4.68 / 4.82" multiplicity=2 homo_ev="-5.22 / -5.58"
O -1.34846 1.53658 0.27182 0.38 -0.52 -0.17
Mg 0.29581 2.31870 -0.27084 0.47 0.27 0.71
C -1.60076 0.17509 0.34772 -0.47 0.52 -0.55
C -0.34451 -0.70741 0.39361 -2.00 -1.12 -0.26
H -2.18555 -0.05277 1.26312 0.20 -0.11 -0.23
H 0.06313 -0.52099 1.40361 0.93 0.15 -1.01
H -0.63858 -1.76891 0.41676 0.19 0.25 -0.30
H -2.21583 -0.15724 -0.51763 0.06 0.00 0.26
C 0.46680 -0.46043 -1.20869 2.16 -2.38 2.01
C 1.53650 -0.32495 -0.26947 0.11 2.55 0.92
O 2.42955 -0.57892 0.56555 -1.41 0.35 -2.29
Li 3.05287 1.67199 1.41571 -0.67 -0.34 -0.64
H -0.28178 0.04877 -1.82903 0.45 1.91 1.18
H 0.77081 -1.17951 -1.98224 -0.41 -1.53 0.36

=====

Entry 6:
12
Properties=species:S:1:pos:R:3:forces:R:3 method="wB97M-V/def2-TZVPD" de_lowest_ev=1.205 orbital_gap_ev=8.87 multiplicity=1 homo_ev=-9.33
C 0.55998 0.55052 0.18687 -5.29 0.15 -0.81
C 1.75387 0.40461 0.12231 0.67 0.20 0.05
C -1.38107 0.63122 -0.03648 4.63 0.25 0.76
C -1.92706 -0.72234 -0.15230 -0.10 -0.35 -0.05
N 3.87546 -1.00949 0.38379 -0.06 -0.42 0.07
P -1.84076 2.21469 -0.01132 0.31 0.13 0.04
P 3.51485 0.43465 -0.07080 -0.18 0.00 0.02
H -3.01652 -0.68079 -0.21611 0.05 0.04 -0.01
H -1.53574 -1.21457 -1.04488 -0.01 -0.01 0.03
H -1.64158 -1.32777 0.70970 -0.01 0.03 -0.02
H 4.85868 -1.24238 0.31616 0.24 0.18 -0.02
H -3.22012 1.96164 -0.18695 -0.24 -0.20 -0.05

=====

no.,energy (eV)
1,-27103.2436
2,-51276.3032
3,-81299.9858
4,-134289.6912
5,-13984.1205
6,-24291.2141